1:
ORCA calculation (ωB97M-V/def2-TZVPD) on an isolated molecule of C6H8N2.

Geometry as XYZ:
```
16
Properties=species:S:1:pos:R:3
N 1.17 -1.51 -0.17
N -1.14 -0.84 0.48
C -0.09 -1.67 0.01
C -2.05 -0.21 -0.40
C 1.88 -0.33 0.17
C 1.28 1.02 -0.10
C -0.04 1.37 -0.16
C -1.08 0.60 0.45
H 2.18 -0.21 1.22
H 2.05 1.85 -0.35
H -0.46 -2.67 -0.30
H -0.27 2.45 -0.38
H -1.43 1.01 1.40
H -3.03 -0.18 -0.04
H -1.88 -0.28 -1.46
H 2.90 -0.39 -0.36
```

HOMO (eV): -8.82
Charge: 0
HOMO-LUMO gap (eV): 9.828
SMILES: C1=C[C@H]2CN2C=NC1

Results of the natural (NBO) charge analysis, in e, for atoms 1 through 6:
1. N -0.46
2. N -0.43
3. C 0.29
4. C -0.21
5. C -0.31
6. C -0.15

2:
ORCA calculation (ωB97M-V/def2-TZVPD) on a structure of composition C6H8N2.

Geometry as XYZ:
```
16
Properties=species:S:1:pos:R:3
N 0.63 -0.38 1.30
N 0.35 -1.58 1.03
C -0.33 0.47 1.03
C -0.20 1.73 -0.78
C 0.26 -0.94 -1.38
C -0.37 0.55 -1.47
C -0.06 -1.87 -0.15
C -0.08 1.95 0.81
H -0.79 0.60 -2.54
H -0.97 2.53 1.18
H 0.76 2.41 1.50
H -1.00 2.35 -1.31
H -0.25 -1.20 -2.33
H 1.37 -1.06 -1.29
H -0.02 -2.87 -0.42
H -1.30 -0.41 0.59
```

HOMO (eV): -8.81
Charge: 0
HOMO-LUMO gap (eV): 9.452

Results of the natural (NBO) charge analysis, in e, for atoms 1 through 6:
1. N -0.28
2. N -0.21
3. C 0.08
4. C -0.21
5. C -0.54
6. C -0.15

3:
ORCA calculation (ωB97M-V/def2-TZVPD) on an isolated molecule of C6H8N2.

Geometry as XYZ:
```
16
Properties=species:S:1:pos:R:3
N -0.92 0.63 1.36
N -0.03 -0.73 -0.08
C -0.77 -1.54 0.55
C 0.59 1.33 -1.92
C 1.28 -0.59 -0.62
C -0.07 0.55 0.43
C -1.60 -0.64 1.48
C 1.06 0.99 -0.48
H 1.99 1.39 -0.10
H 2.11 -1.07 0.26
H 0.34 2.42 -1.87
H 1.34 1.16 -2.83
H -2.59 -0.84 2.01
H -0.52 -2.55 0.66
H -0.32 0.64 -2.01
H 1.45 -1.06 -1.69
```

HOMO (eV): -7.99
Charge: 0
HOMO-LUMO gap (eV): 8.898
SMILES: C[C@@H]1Cn2ccnc21

Results of the natural (NBO) charge analysis, in e, for atoms 1 through 6:
1. N -0.44
2. N -0.38
3. C -0.05
4. C -0.62
5. C -0.18
6. C 0.31

4:
ORCA calculation (ωB97M-V/def2-TZVPD) on an isolated molecule of C6H8N2.

Geometry as XYZ:
```
16
Properties=species:S:1:pos:R:3
N 0.90 0.91 -0.32
N 0.14 2.03 0.09
C 0.20 -0.24 -0.24
C 2.27 0.39 0.07
C -2.38 -0.70 0.03
C -1.12 1.60 -0.06
C -1.11 0.14 -0.10
C 1.57 -1.05 0.02
H -1.83 2.31 0.09
H 1.38 -1.77 0.92
H 2.72 0.63 0.96
H -3.15 -0.24 -0.67
H 3.24 0.50 -0.63
H -1.97 -1.71 -0.51
H -2.80 -0.96 1.12
H 1.93 -1.85 -0.77
```

HOMO (eV): -8.53
Charge: 0
HOMO-LUMO gap (eV): 9.433
SMILES: Cc1cnn2c1CC2

Results of the natural (NBO) charge analysis, in e, for atoms 1 through 6:
1. N -0.19
2. N -0.26
3. C 0.15
4. C -0.20
5. C -0.63
6. C -0.03

Best to worst by energy: 1, 4, 3, 2.

1:
ORCA calculation (ωB97M-V/def2-TZVPD) on a structure of composition C6H8N2.

Geometry as XYZ:
```
16
Properties=species:S:1:pos:R:3
N -0.96 0.67 -1.32
N -0.13 1.40 -0.39
C 1.08 0.98 0.26
C -1.46 -0.44 -0.85
C 0.22 -1.13 1.28
C 1.25 -0.25 0.98
C 1.13 1.23 -1.26
C -1.33 -0.97 0.76
H 1.47 1.60 1.06
H -2.43 -0.94 -1.44
H 1.36 2.22 -1.81
H 0.89 0.36 -2.28
H 2.24 -0.62 1.23
H -2.04 0.01 1.20
H -1.79 -2.12 0.57
H 0.50 -2.00 2.00
```

HOMO (eV): -8.92
Charge: 0
HOMO-LUMO gap (eV): 9.833

Results of the natural (NBO) charge analysis, in e, for atoms 1 through 6:
1. N -0.27
2. N -0.31
3. C -0.14
4. C 0.06
5. C -0.19
6. C -0.21

2:
ORCA calculation (ωB97M-V/def2-TZVPD) on an isolated molecule of C6H8N2.

Geometry as XYZ:
```
16
Properties=species:S:1:pos:R:3
N -1.48 0.94 0.07
N 3.20 0.42 -0.51
C -0.08 1.38 0.19
C 0.02 -0.85 -0.52
C -1.32 -0.29 -0.81
C 2.23 0.22 0.02
C 0.80 0.13 0.37
C 0.32 -1.07 0.88
H -0.28 2.02 1.15
H 0.54 -1.42 -1.37
H -0.41 -1.11 1.68
H -1.72 0.50 0.95
H 1.13 -1.80 1.08
H -1.28 -0.01 -1.86
H -2.14 -0.98 -0.74
H 0.47 1.92 -0.58
```

HOMO (eV): -10.07
Charge: 0
HOMO-LUMO gap (eV): 10.813
SMILES: N#C[C@@]12CNC[C@@H]1C2

Results of the natural (NBO) charge analysis, in e, for atoms 1 through 6:
1. N -0.57
2. N -0.32
3. C -0.21
4. C -0.20
5. C -0.26
6. C 0.29

Best to worst by energy: 2, 1.

1:
ORCA calculation (ωB97M-V/def2-TZVPD) on an isolated molecule of C6H8N2.

Geometry as XYZ:
```
16
Properties=species:S:1:pos:R:3
N 3.28 1.54 -1.77
N -1.20 -0.34 0.21
C -1.39 -1.67 0.77
C 2.91 1.46 -0.69
C 2.38 1.34 0.65
C 1.05 0.75 0.56
C -1.89 -0.12 -1.05
C 0.02 0.17 0.32
H -1.74 0.92 -1.35
H 2.33 2.34 1.11
H -1.52 -0.78 -1.85
H -1.02 -2.47 0.10
H -2.46 -1.83 0.95
H -2.95 -0.29 -0.91
H -0.85 -1.73 1.72
H 3.04 0.70 1.25
```

HOMO (eV): -8.44
Charge: 0
HOMO-LUMO gap (eV): 9.203
SMILES: CN(C)C#CCC#N

Results of the natural (NBO) charge analysis, in e, for atoms 1 through 6:
1. N -0.32
2. N -0.45
3. C -0.40
4. C 0.30
5. C -0.56
6. C -0.11

2:
ORCA calculation (ωB97M-V/def2-TZVPD) on an isolated molecule of C6H8N2.

Geometry as XYZ:
```
16
Properties=species:S:1:pos:R:3
N -1.01 -0.99 -0.47
N -1.94 -0.29 0.33
C 0.70 -0.25 1.29
C -2.02 0.95 -0.29
C 0.47 -0.78 -1.05
C 1.11 0.54 -0.98
C 0.27 -1.27 0.22
C 1.22 1.03 0.26
H 1.60 0.87 -1.98
H 0.48 -1.80 -1.59
H 0.38 -2.44 0.33
H 1.58 1.91 0.49
H 1.39 -0.50 2.14
H -2.74 1.49 0.50
H -0.08 0.20 1.98
H -1.43 1.33 -1.17
```

HOMO (eV): -8.31
Charge: 0
HOMO-LUMO gap (eV): 9.258
SMILES: C=NN1[C@@H]2CC=C[C@@H]21

Results of the natural (NBO) charge analysis, in e, for atoms 1 through 6:
1. N -0.32
2. N -0.20
3. C -0.46
4. C -0.19
5. C -0.14
6. C -0.26

3:
ORCA calculation (ωB97M-V/def2-TZVPD) on an isolated molecule of C6H8N2.

Geometry as XYZ:
```
16
Properties=species:S:1:pos:R:3
N 0.19 -0.32 -0.11
N -2.18 -1.17 -0.02
C 0.14 1.89 -0.09
C 2.20 -0.23 0.10
C 0.91 0.72 0.02
C -1.10 -0.13 0.14
C 1.19 -1.37 -0.14
C -1.18 1.23 -0.01
H 1.16 -2.13 0.52
H -2.38 -1.75 0.88
H 1.23 -1.83 -1.11
H 2.53 -0.39 1.22
H -2.08 1.72 -0.08
H 0.36 2.89 0.18
H 3.10 -0.04 -0.43
H -2.90 -0.68 -0.40
```

HOMO (eV): -7.72
Charge: 0
HOMO-LUMO gap (eV): 8.650
SMILES: Nc1ccc2n1CC2

Results of the natural (NBO) charge analysis, in e, for atoms 1 through 6:
1. N -0.33
2. N -0.84
3. C -0.35
4. C -0.40
5. C 0.18
6. C 0.24

Best to worst by energy: 1, 3, 2.

1:
ORCA calculation (ωB97M-V/def2-TZVPD) on a cluster of 2 separate species, C4H3I in total.

Geometry as XYZ:
```
8
Properties=species:S:1:pos:R:3
I -3.63 0.04 -0.07
C -1.68 0.68 -0.04
C 1.88 -0.79 -0.01
C 0.65 -0.34 -0.06
C -0.54 0.08 -0.06
H 2.71 -0.11 0.07
H -1.49 2.29 0.20
H 2.10 -1.84 -0.04
```

HOMO (eV): -8.88
Charge: 0
HOMO-LUMO gap (eV): 8.875

Results of the natural (NBO) charge analysis, in e, for atoms 1 through 6:
1. I 0.24
2. C -0.37
3. C -0.42
4. C 0.06
5. C -0.16
6. H 0.22

2:
ORCA calculation (ωB97M-V/def2-TZVPD) on a structure of composition C4H3I.

Geometry as XYZ:
```
8
Properties=species:S:1:pos:R:3
I 1.39 -2.70 0.41
C 0.37 0.18 -0.32
C -0.69 1.22 -0.25
C -1.53 0.32 0.17
C 0.46 -0.75 0.65
H 0.71 0.16 -1.37
H -0.16 -0.58 1.62
H -0.56 2.14 -0.92
```

HOMO (eV): -9.22
Charge: 0
HOMO-LUMO gap (eV): 9.326

Results of the natural (NBO) charge analysis, in e, for atoms 1 through 6:
1. I 0.14
2. C -0.24
3. C -0.52
4. C 0.15
5. C -0.31
6. H 0.24

Best to worst by energy: 1, 2.